1.
The following is a quantum chemistry calculation of 2 unconnected molecules or ions with the total composition C3H9NO2 at a distorted geometry, from the OMol25 dataset.

Geometry as XYZ:
```
15
Properties=species:S:1:pos:R:3:mulliken_spin:R:1
O -0.475 1.218 1.553 0.217
O 0.457 -0.538 0.308 -0.057
N -1.505 0.028 -1.449 -0.028
C 0.275 0.256 1.560 0.389
C 1.259 -0.097 2.571 0.571
C -0.328 -0.129 -2.420 0.327
H -0.025 -1.142 -2.425 -0.035
H 1.420 -1.228 2.980 -0.239
H 1.074 0.421 3.484 -0.077
H -0.678 -0.663 -0.052 0.000
H 0.538 0.331 -2.034 0.037
H -2.441 0.071 -1.887 -0.001
H 2.215 0.136 2.251 0.056
H -0.443 0.414 -3.317 -0.168
H -1.341 0.923 -1.124 0.008
```

LUMO (alpha / beta)	3.94 / 3.90	eV
HOMO level (alpha / beta)	1.688 / -4.427	eV
charge	-1
multiplicity	2
electronic energy	-8838.742	eV
expectation value of S²	0.7535
maximum force	4.79	eV/Å
ΔE to the lowest compared entry with this formula, charge and spin	61.7	kcal/mol



2.
The following is a quantum chemistry calculation of 2 unconnected molecules or ions with the total composition C6H17NO3P at a distorted geometry, from the OMol25 dataset.

Geometry as XYZ:
```
28
Properties=species:S:1:pos:R:3:nbo_charge:R:1
P -1.002 -0.076 0.834 1.577
O -1.518 0.876 -0.438 -0.869
O -0.211 0.953 1.762 -1.059
O -2.397 -0.123 1.858 -0.849
N 1.715 0.441 -0.589 -0.438
C 1.299 1.065 -1.782 -0.439
C 1.884 -1.731 -1.467 -0.710
C -3.347 -1.249 1.834 -0.283
C -2.436 2.003 -0.513 -0.230
C 2.085 -0.747 -0.408 0.504
C 2.330 -1.224 0.930 -0.697
H 2.186 1.130 -2.552 0.233
H 3.350 -1.510 1.085 0.277
H -3.102 -1.979 2.662 0.197
H -0.855 1.362 2.506 0.542
H 0.994 2.098 -1.593 0.248
H 1.864 -2.186 0.984 0.262
H -4.385 -0.898 2.259 0.218
H 0.533 0.577 -2.251 0.235
H -3.388 -1.754 0.786 0.198
H 1.903 -0.640 1.671 0.253
H 2.119 -2.784 -1.061 0.262
H 2.590 -1.530 -2.351 0.273
H -3.137 1.868 0.241 0.197
H -1.750 2.798 -0.382 0.182
H -2.824 2.009 -1.474 0.198
H 0.846 -1.606 -1.770 0.270
H 1.675 1.046 0.256 0.447
```

LUMO	-3.55	eV
HOMO level	-13.023	eV
charge	+1
electronic energy	-23412.591	eV
maximum force	4.57	eV/Å
ΔE to the lowest compared entry with this formula, charge and spin	24.4	kcal/mol



3.
The following is a quantum chemistry calculation of 2 unconnected molecules or ions with the total composition C4H11NSSi at a distorted geometry, from the OMol25 dataset.

Geometry as XYZ:
```
18
Properties=species:S:1:pos:R:3:nbo_charge:R:1
S 1.467 1.669 1.230 -0.223
Si 0.270 -0.154 1.229 0.748
N 1.738 -1.334 1.173 -0.776
C 2.881 -0.652 1.171 0.201
C -0.133 -0.345 -0.541 -1.171
C 2.897 0.699 0.591 -0.618
C -4.039 0.540 -1.118 -0.867
H -3.753 1.159 -1.977 0.214
H -4.058 -0.520 -1.468 0.217
H -5.083 0.539 -0.822 0.215
H -0.437 0.694 -0.906 0.242
H 1.562 -2.220 1.716 0.435
H 3.878 1.185 0.783 0.251
H 3.843 -1.055 1.624 0.203
H 0.764 -0.526 -1.123 0.210
H -0.935 -1.015 -0.785 0.241
H -3.468 0.871 -0.286 0.220
H 2.604 0.464 -0.493 0.258
```

LUMO (alpha / beta)	-0.55 / -0.55	eV
HOMO level (alpha / beta)	-6.738 / -6.739	eV
electronic energy	-24527.659	eV
maximum force	3.17	eV/Å
ΔE to the lowest compared entry with this formula, charge and spin	65.0	kcal/mol



4.
The following is a quantum chemistry calculation of C2H4N2O2 in the gas phase at a distorted geometry, from the OMol25 dataset.

Geometry as XYZ:
```
10
Properties=species:S:1:pos:R:3:nbo_charge:R:1
O 1.198 1.035 0.714 -0.562
O -0.835 0.196 1.130 -0.535
N -0.047 -1.145 -0.619 -0.306
N 0.201 -0.125 -1.479 -0.692
C -0.501 -1.023 0.558 0.375
C 0.062 1.248 1.098 0.635
H -0.878 -1.849 1.137 0.191
H 1.233 -0.128 -1.773 0.375
H -0.190 2.214 1.587 0.161
H -0.243 -0.423 -2.354 0.359
```

LUMO	0.98	eV
HOMO level	-8.655	eV
structure (SMILES)	N/N=C\OC=O
electronic energy	-9211.766	eV
maximum force	4.37	eV/Å
ΔE to the lowest compared entry with this formula, charge and spin	79.7	kcal/mol



5.
The following is a quantum chemistry calculation of a gas-phase ion, C6H15N2 (charge +1) at a distorted geometry, from the OMol25 dataset.

Geometry as XYZ:
```
23
Properties=species:S:1:pos:R:3:nbo_charge:R:1
N 0.928 1.190 0.139 -0.514
N -1.254 -0.117 1.501 -0.869
C 1.520 -0.065 -0.488 -0.031
C 2.678 -0.620 0.289 -0.641
C -2.423 -0.354 -0.727 -0.635
C 0.146 -0.926 -0.393 -0.429
C -1.169 -0.049 0.057 0.134
C -0.512 1.335 -0.260 -0.231
H 3.537 0.046 0.235 0.235
H -1.431 -1.062 1.824 0.384
H 2.415 -0.788 1.331 0.226
H -2.017 0.463 1.841 0.377
H -0.957 2.149 0.315 0.233
H -3.204 0.356 -0.452 0.228
H 0.286 -1.727 0.331 0.228
H -0.061 -1.383 -1.356 0.236
H 1.470 2.040 -0.046 0.439
H 1.766 0.146 -1.526 0.228
H -0.572 1.562 -1.325 0.229
H -2.250 -0.276 -1.800 0.228
H -2.772 -1.362 -0.497 0.238
H 0.905 1.013 1.154 0.450
H 2.972 -1.572 -0.145 0.259
```

LUMO	-2.90	eV
HOMO level	-13.906	eV
charge	+1
structure (SMILES)	C[C@H]1C[C@@](C)(N)C[NH2+]1
electronic energy	-9439.460	eV
maximum force	3.70	eV/Å
ΔE to the lowest compared entry with this formula, charge and spin	11.8	kcal/mol



6.
The following is a quantum chemistry calculation of 2 unconnected molecules or ions with the total composition C4H4Br2ClN at a distorted geometry, from the OMol25 dataset.

Geometry as XYZ:
```
12
Properties=species:S:1:pos:R:3:nbo_charge:R:1
Br -0.065 2.092 -0.904 0.081
Br 3.977 1.971 -1.802 -0.234
Cl -2.663 -0.845 1.218 0.009
N 0.104 -1.625 0.480 -0.245
C -0.678 0.540 -0.060 -0.132
C -0.260 -2.647 0.997 0.084
C -1.840 0.593 0.608 -0.260
C 0.207 -0.585 -0.252 -0.169
H 2.597 2.589 -1.489 0.220
H -0.048 -3.008 1.890 0.179
H 0.954 -0.651 -1.167 0.235
H -2.285 1.575 0.480 0.233
```

LUMO (alpha / beta)	0.31 / 0.00	eV
HOMO level (alpha / beta)	-8.037 / -8.037	eV
electronic energy	-158306.288	eV
maximum force	4.53	eV/Å
ΔE to the lowest compared entry with this formula, charge and spin	83.2	kcal/mol



7.
The following is a quantum chemistry calculation of C3H6O in the gas phase, from the OMol25 dataset.

Geometry as XYZ:
```
10
Properties=species:S:1:pos:R:3:nbo_charge:R:1
O 0.532 -0.021 0.359 -0.509
C -1.693 0.050 0.419 -0.767
C 1.744 -0.058 -0.393 -0.251
C -0.499 -0.636 -0.177 0.254
H 2.076 0.982 -0.415 0.190
H -2.100 0.560 -0.468 0.247
H 2.498 -0.683 0.089 0.189
H -1.427 0.806 1.168 0.207
H 1.509 -0.417 -1.396 0.204
H -2.477 -0.623 0.770 0.235
```

LUMO	1.12	eV
HOMO level	-8.458	eV
electronic energy	-5252.668	eV
maximum force	0.69	eV/Å
ΔE to the lowest compared entry with this formula, charge and spin	69.8	kcal/mol



8.
The following is a quantum chemistry calculation of a gas-phase ion, C10H12N3 (charge +1) at a distorted geometry, from the OMol25 dataset.

Geometry as XYZ:
```
25
Properties=species:S:1:pos:R:3:mulliken_spin:R:1
N 1.214 0.965 0.078 0.295
N -0.694 -1.288 -1.659 0.399
N 0.319 -0.379 -1.452 0.237
C 1.763 1.426 -1.224 0.002
C -0.760 -0.758 0.574 0.006
C -2.362 -2.455 -0.104 0.149
C 0.377 -0.054 -0.198 0.372
C -1.306 -0.647 1.828 0.221
C -2.267 -1.537 2.170 0.076
C -1.301 -1.592 -0.457 0.058
C -2.739 -2.445 1.249 0.120
C 1.075 1.743 1.319 0.003
C 1.332 0.313 -2.252 0.002
H -0.912 -1.516 -2.616 -0.018
H 2.777 1.458 -1.186 0.008
H -0.936 0.213 2.397 0.031
H 0.106 1.471 1.726 -0.003
H -3.536 -3.157 1.516 0.015
H -3.012 -2.984 -0.735 -0.003
H 2.144 -0.343 -2.509 0.006
H -2.533 -1.653 3.225 0.004
H 1.098 2.775 0.940 0.004
H 1.924 1.682 2.006 0.012
H 1.352 2.415 -1.404 -0.001
H 0.979 0.735 -3.158 0.003
```

LUMO (alpha / beta)	-2.59 / -6.55	eV
HOMO level (alpha / beta)	-8.484 / -12.547	eV
charge	+1
multiplicity	3
electronic energy	-15023.601	eV
expectation value of S²	2.0211
maximum force	8.72	eV/Å
ΔE to the lowest compared entry with this formula, charge and spin	0.0	kcal/mol